A structure of composition C35H96N11O18Sr in a non-equilibrium geometry. Source: the Open Molecules 2025 dataset; level of theory: ωB97M-V with the def2-TZVPD basis set.

The maximum force comes out at 0.1230 Eh/bohr. The charge is +1. As for the HOMO-LUMO gap: 2.96 eV. The LUMO energy comes out at -5.68 eV. The calculation puts the electronic energy at -91915.608 eV.

CARTESIAN COORDINATES (ANGSTROEM)
1 H -5.983 5.311 -7.196
2 H 3.256 -5.626 -8.212
3 C -4.686 0.943 7.363
4 H 3.322 -9.379 2.412
5 H 2.809 4.056 -1.317
6 H 1.109 -6.184 -0.284
7 C 5.869 8.806 5.989
8 H 3.123 -7.130 -9.888
9 H -7.854 5.250 -8.938
10 C 3.104 5.103 -1.398
11 H 0.355 9.324 7.224
12 C -0.997 8.738 -8.140
13 H 4.862 -3.232 5.364
14 O -3.256 -6.342 7.749
15 H -0.279 7.228 6.662
16 H -4.064 -0.915 7.306
17 H 3.797 -7.895 3.128
18 H -0.078 -0.292 3.855
19 H -5.258 -6.281 10.134
20 H -5.701 -0.424 -3.746
21 C 0.584 7.056 6.019
22 O 6.778 9.516 6.817
23 H -4.885 4.173 -5.106
24 H -1.394 9.702 -7.823
25 H 0.082 -0.390 2.118
26 H 4.218 10.826 7.198
27 H -4.932 2.960 -6.160
28 C 1.165 5.735 -2.552
29 H 3.968 -2.727 11.549
30 H -1.525 -0.179 2.870
31 N 5.288 -6.150 -7.631
32 O -5.341 0.905 6.364
33 H 0.720 4.741 -2.599
34 N 3.289 -2.387 10.882
35 N 2.157 -2.407 9.074
36 H -2.153 -5.422 9.868
37 O 4.182 -3.457 9.183
38 H 7.228 11.448 7.347
39 H 3.549 -2.193 -5.793
40 C 2.897 -7.762 1.187
41 H -6.447 2.490 -3.623
42 H 0.108 -8.624 -1.995
43 N 0.814 6.413 -4.836
44 H 2.259 -9.749 4.629
45 H -5.569 -6.886 8.522
46 H -4.965 2.890 7.744
47 H 1.959 -2.738 8.141
48 H -6.652 -1.674 3.016
49 C -5.572 3.372 -5.379
50 H 0.807 6.934 -8.311
51 C 5.038 -4.117 -6.235
52 C 1.916 -8.716 4.688
53 C 3.290 -2.756 9.659
54 C 0.377 6.946 -7.309
55 H -4.197 2.068 8.995
56 H 0.772 6.014 6.277
57 C 2.417 10.126 7.380
58 H 2.019 -7.164 -1.349
59 H 2.155 7.525 -6.157
60 H 2.316 7.193 -3.573
61 C 4.492 8.849 6.630
62 O 4.692 -3.037 4.443
63 H -0.311 -6.948 -2.071
64 H 3.954 -9.866 -10.419
65 C -0.750 -2.172 2.829
66 C -8.040 4.835 -7.948
67 C 1.880 6.228 -3.828
68 H 1.154 9.692 5.747
69 H 2.618 -8.129 5.281
70 H 3.752 5.259 -0.535
71 H -9.677 3.853 -9.872
72 H 2.707 5.622 -4.199
73 H 3.904 8.189 5.991
74 H 0.367 7.206 4.961
75 O -1.076 -7.922 -0.396
76 C -3.750 -6.127 8.851
77 O -5.942 -6.898 2.615
78 H -10.837 3.258 -8.643
79 C 1.238 -7.222 -0.590
80 C 3.526 -2.885 -4.951
81 C -0.557 -0.675 2.954
82 H 6.290 7.808 5.867
83 N -4.991 -6.362 9.164
84 H 5.511 -9.109 -10.391
85 O -0.124 -2.929 3.625
86 N -4.095 -0.072 7.861
87 H 7.985 11.115 5.897
88 H -6.694 -7.033 3.192
89 O -8.907 3.682 -7.945
90 O -0.363 8.168 -7.005
91 O -1.445 -2.678 1.949
92 H 1.619 -1.652 9.475
93 H 4.918 -3.781 -7.265
94 H -5.410 -2.341 2.465
95 H -1.866 8.147 -8.429
96 H 0.299 7.255 -4.620
97 H -7.418 0.110 -3.572
98 H 0.971 -8.737 5.231
99 H 5.725 -7.050 -7.770
100 O 3.926 -4.140 -5.420
101 H -8.542 5.624 -7.389
102 O -6.334 -2.502 2.657
103 N -6.874 3.893 -5.862
104 C 7.067 10.875 6.434
105 H 5.186 -10.417 -9.332
106 C 4.734 -9.515 -9.744
107 N -4.673 1.993 8.107
108 H 3.774 -3.277 4.313
109 H 6.625 -5.540 -6.203
110 H 0.209 6.207 -2.324
111 H 4.520 8.579 7.685
112 C 1.321 9.244 6.726
113 H -4.860 1.855 -3.909
114 H 5.766 -3.520 -5.686
115 H -6.124 -6.069 2.173
116 H 2.414 -2.052 11.259
117 H 2.235 11.198 7.452
118 C -2.210 -8.473 -1.059
119 H 3.361 -7.062 -7.198
120 O 1.989 5.945 -1.391
121 C 3.899 -6.460 -7.931
122 H 4.229 -2.424 -4.258
123 C -6.610 -0.122 -4.266
124 H -6.190 3.670 -7.799
125 H 1.632 -9.087 0.110
126 H -10.485 4.817 -8.494
127 N 3.718 10.156 6.630
128 H 5.051 -6.117 -5.513
129 N -3.150 -5.581 9.882
130 H -7.044 -0.928 -4.857
131 H -3.766 -5.203 10.588
132 O 4.099 -8.615 -8.777
133 H 2.975 -6.675 1.196
134 H 2.623 -2.983 -4.348
135 O 1.627 7.850 6.567
136 H 3.758 5.261 -2.255
137 H -7.389 3.076 -6.156
138 H -2.531 -7.806 -1.859
139 H -3.171 -8.478 -0.545
140 Sr -1.585 -7.563 2.825
141 C -9.982 3.909 -8.827
142 O -6.353 1.003 -5.054
143 H -2.013 -9.469 -1.455
144 H -0.334 6.122 -7.241
145 C -6.666 4.462 -7.221
146 C -5.784 2.137 -4.413
147 H 4.709 -6.987 -10.031
148 H 5.706 9.370 5.071
149 H -0.274 8.956 -8.926
150 O 1.739 -8.222 3.312
151 C -0.023 -7.736 -1.376
152 C 1.409 6.730 -6.166
153 N 1.624 -8.152 0.492
154 C 2.968 -8.365 2.599
155 H 3.690 -8.091 0.515
156 H 6.226 11.354 5.932
157 C 3.999 -7.285 -9.259
158 C 5.541 -5.568 -6.317
159 H -3.610 0.226 8.696
160 H 2.018 5.887 -6.495
161 H 2.694 9.838 8.394